Entry 1:
{
  "formula": "C22H18F6N2O4RhS2Te",
  "method": "wB97M-V/def2-TZVPD",
  "elements": ["Rh", "F", "C", "F", "F", "S", "O", "O", "N", "S", "O", "O", "C", "F", "F", "F", "N", "C", "C", "C", "C", "C", "C", "C", "C", "C", "C", "C", "C", "H", "H", "H", "H", "H", "H", "H", "H", "H", "H", "C", "Te", "C", "C", "C", "C", "C", "C", "C", "H", "H", "H", "H", "H", "H", "H", "H"],
  "xyz": [[0.046, -1.102, -0.454], [-3.139, -0.053, 2.744], [-2.015, -0.667, 3.082], [-1.909, -0.724, 4.393], [-2.012, -1.901, 2.588], [-0.530, 0.301, 2.433], [0.318, -0.700, 1.779], [0.022, 1.002, 3.547], [-1.768, -0.453, 0.050], [-0.196, -1.279, -2.683], [1.240, -1.611, -2.691], [-1.151, -2.212, -3.216], [-0.308, 0.156, -3.895], [0.258, -0.260, -5.009], [0.323, 1.235, -3.440], [-1.581, 0.454, -4.103], [-1.059, -2.897, -0.291], [-2.443, -2.600, -0.638], [-3.328, -3.527, -1.138], [-4.639, -3.137, -1.375], [-5.033, -1.839, -1.082], [-4.128, -0.900, -0.606], [-2.800, -1.272, -0.425], [-1.821, 0.932, 0.142], [-2.394, 1.822, -0.759], [-2.307, 3.187, -0.513], [-1.664, 3.686, 0.616], [-1.098, 2.813, 1.533], [-1.181, 1.453, 1.275], [-1.008, -3.051, 0.718], [-0.700, -3.731, -0.748], [-3.002, -4.540, -1.343], [-5.349, -3.846, -1.775], [-6.063, -1.546, -1.233], [-4.454, 0.105, -0.375], [-2.883, 1.450, -1.650], [-2.745, 3.877, -1.222], [-1.616, 4.752, 0.786], [-0.611, 3.166, 2.433], [3.419, -0.175, -0.937], [1.657, 1.016, -0.781], [2.428, 1.627, 1.112], [3.881, 1.213, 1.103], [4.748, 1.686, 2.084], [6.076, 1.299, 2.087], [6.549, 0.435, 1.106], [5.692, -0.038, 0.129], [4.354, 0.348, 0.123], [3.808, -0.058, -1.946], [3.154, -1.223, -0.800], [1.886, 1.153, 1.924], [2.303, 2.707, 1.184], [4.378, 2.361, 2.847], [6.745, 1.675, 2.848], [7.589, 0.136, 1.102], [6.062, -0.707, -0.639]],
  "forces_ev_per_a": [[-1.1, 0.6, -0.9], [0.0, 0.0, 0.0], [0.0, 0.0, 0.0], [0.0, 0.0, 0.0], [0.0, 0.0, 0.0], [-0.1, -0.1, -0.1], [0.1, -0.3, 0.0], [0.0, 0.0, 0.0], [0.3, 0.0, 0.0], [1.2, -0.7, 0.7], [0.1, -0.1, -0.3], [-0.1, 0.1, 0.1], [-0.3, 0.0, 0.2], [-0.1, 0.1, 0.0], [0.0, 0.0, -0.1], [0.0, 0.0, 0.0], [0.1, 0.2, 0.5], [0.0, 0.1, -0.1], [0.0, 0.0, 0.1], [0.0, 0.0, 0.0], [0.0, 0.0, 0.0], [0.1, 0.0, 0.0], [-0.1, 0.0, -0.1], [0.0, 0.1, 0.2], [0.0, 0.0, 0.0], [0.0, 0.0, 0.0], [0.0, 0.0, 0.0], [0.0, 0.0, 0.0], [-0.1, 0.0, 0.1], [0.0, -0.2, 0.0], [0.0, 0.1, -0.2], [0.0, 0.0, 0.0], [0.0, 0.0, 0.0], [0.0, 0.0, 0.0], [0.0, 0.0, 0.0], [0.0, 0.0, 0.0], [0.0, 0.0, 0.0], [0.0, 0.0, 0.0], [0.0, 0.0, 0.0], [0.0, 0.0, 0.0], [-0.1, 0.1, 0.1], [0.0, -0.1, 0.0], [0.0, 0.0, 0.0], [0.0, 0.0, 0.0], [0.0, 0.0, 0.0], [0.0, 0.0, 0.0], [0.0, 0.0, 0.0], [0.0, 0.0, 0.0], [0.0, 0.0, 0.0], [0.0, 0.0, 0.0], [0.1, 0.0, 0.0], [0.0, 0.0, 0.0], [0.0, 0.0, 0.0], [0.0, 0.0, 0.0], [0.0, 0.0, 0.0], [0.0, 0.0, 0.0]],
  "lowdin_charge": [0.749, 0.175, -0.654, 0.182, 0.150, 0.817, -0.402, -0.241, -0.088, 0.662, -0.422, -0.303, -0.717, 0.181, 0.050, 0.156, 0.033, -0.268, -0.013, -0.060, -0.056, -0.005, -0.246, -0.321, 0.002, -0.024, -0.040, -0.033, -0.282, 0.113, 0.131, 0.126, 0.113, 0.114, 0.115, 0.125, 0.123, 0.119, 0.128, -0.363, 1.568, -0.363, -0.277, -0.028, -0.061, -0.062, -0.029, -0.283, 0.075, 0.061, 0.031, 0.072, 0.122, 0.112, 0.112, 0.122],
  "orbital_gap_ev": [6.58, 6.59],
  "charge": 1,
  "de_lowest_ev": 0.000
}

***

Entry 2:
{
  "formula": "C22H18FHfN4O6",
  "method": "wB97M-V/def2-TZVPD",
  "elements": ["Hf", "O", "C", "C", "C", "C", "C", "C", "C", "N", "C", "C", "N", "C", "C", "C", "C", "C", "C", "C", "O", "H", "H", "H", "H", "H", "H", "H", "H", "H", "H", "H", "H", "H", "H", "F", "C", "C", "N", "C", "C", "O", "O", "C", "O", "N", "C", "O", "H", "H", "H", "H"],
  "xyz": [[0.684, -0.230, -0.425], [-0.710, -0.480, -1.701], [-1.445, 0.479, -2.265], [-2.815, 0.286, -2.463], [-3.569, 1.206, -3.159], [-2.984, 2.344, -3.719], [-1.645, 2.568, -3.524], [-0.862, 1.682, -2.758], [0.508, 2.026, -2.515], [1.223, 1.476, -1.590], [2.666, 1.698, -1.492], [3.332, 0.370, -1.885], [2.594, -0.731, -1.240], [3.067, -1.937, -1.307], [2.466, -3.109, -0.748], [3.082, -4.349, -1.025], [2.598, -5.521, -0.510], [1.484, -5.484, 0.334], [0.867, -4.291, 0.636], [1.314, -3.084, 0.091], [0.692, -1.953, 0.401], [-3.261, -0.618, -2.069], [-4.630, 1.034, -3.288], [-3.578, 3.038, -4.297], [-1.168, 3.447, -3.941], [0.943, 2.808, -3.141], [2.910, 1.940, -0.458], [3.011, 2.504, -2.142], [4.383, 0.364, -1.592], [3.276, 0.249, -2.970], [4.012, -2.093, -1.831], [3.960, -4.356, -1.660], [3.074, -6.462, -0.746], [1.106, -6.404, 0.761], [0.014, -4.255, 1.301], [-4.381, 2.992, 2.561], [-3.433, 2.321, 3.214], [-2.165, 2.373, 2.805], [-1.159, 1.689, 3.458], [0.194, 1.709, 2.961], [0.362, 1.012, 1.636], [1.527, 0.732, 1.216], [-0.628, 0.709, 0.904], [-1.420, 0.896, 4.578], [-0.555, 0.252, 5.129], [-2.732, 0.907, 4.977], [-3.833, 1.547, 4.388], [-4.941, 1.440, 4.838], [-1.883, 2.959, 1.942], [0.832, 1.209, 3.688], [0.555, 2.736, 2.844], [-2.939, 0.356, 5.798]],
  "forces_ev_per_a": [[-0.7, -0.7, 0.6], [-1.5, 0.2, -1.4], [-0.5, 0.5, -0.8], [0.2, -0.3, 0.1], [0.0, 0.1, 0.0], [-0.1, 0.0, 0.0], [0.2, 0.0, 0.1], [-0.2, -0.3, 0.0], [0.0, 0.0, 0.1], [0.6, 1.2, -1.3], [0.2, -0.1, -0.2], [0.1, 0.1, -0.1], [1.3, -0.5, -0.5], [0.0, 0.2, 0.0], [-0.2, -0.1, 0.2], [0.1, 0.2, 0.0], [0.0, -0.1, 0.0], [0.2, 0.0, -0.1], [-0.2, 0.3, 0.1], [0.5, -0.9, 0.2], [0.6, -2.1, 0.2], [0.0, 0.0, 0.0], [0.0, 0.0, 0.0], [0.0, 0.0, 0.0], [0.0, 0.0, 0.0], [0.1, 0.0, 0.0], [0.0, 0.1, 0.0], [0.0, 0.0, 0.0], [0.0, 0.0, 0.0], [0.0, 0.0, 0.0], [0.0, 0.0, 0.0], [0.0, 0.0, 0.0], [0.0, 0.0, 0.0], [0.0, 0.0, 0.0], [0.0, 0.0, 0.0], [-0.1, 0.0, 0.1], [0.1, 0.1, -0.2], [-0.2, 0.0, 0.1], [0.1, -0.1, 0.1], [-0.1, 0.0, 0.0], [-0.1, 0.6, 1.0], [0.6, 0.9, 1.2], [-0.7, 0.6, 0.8], [0.2, 0.0, -0.2], [-0.1, 0.1, 0.0], [-0.1, 0.0, 0.1], [0.1, -0.1, 0.1], [0.0, 0.0, -0.1], [0.0, 0.0, 0.0], [0.0, 0.0, 0.0], [0.0, 0.0, 0.0], [0.0, 0.0, 0.0]],
  "lowdin_charge": [1.606, -0.175, -0.294, 0.012, -0.035, -0.062, -0.024, -0.136, -0.024, -0.097, -0.170, -0.155, -0.091, -0.030, -0.132, -0.024, -0.063, -0.034, 0.011, -0.282, -0.160, 0.129, 0.119, 0.114, 0.121, 0.149, 0.114, 0.130, 0.133, 0.133, 0.148, 0.120, 0.114, 0.120, 0.128, 0.106, -0.182, 0.043, 0.000, -0.015, -0.530, -0.057, -0.029, -0.456, 0.098, 0.224, -0.384, 0.138, 0.151, 0.147, 0.160, 0.176],
  "orbital_gap_ev": 7.58,
  "charge": 1
}

***

Entry 3:
{
  "formula": "C22H18GaN3O2",
  "method": "wB97M-V/def2-TZVPD",
  "elements": ["Ga", "C", "O", "C", "C", "C", "C", "C", "C", "N", "N", "C", "C", "O", "C", "C", "C", "C", "C", "C", "C", "C", "H", "H", "H", "H", "H", "H", "H", "H", "H", "H", "H", "H", "H", "C", "C", "C", "N", "C", "C", "H", "H", "H", "H", "H"],
  "xyz": [[-0.189, -0.106, -1.745], [-3.690, 0.021, -2.719], [-2.871, -0.849, -1.875], [-3.083, -0.855, -0.546], [-4.308, -1.333, 0.002], [-4.434, -1.277, 1.389], [-3.297, -1.132, 2.214], [-2.020, -0.904, 1.678], [-1.914, -0.893, 0.282], [-0.600, -0.976, -0.222], [0.356, -1.197, 0.618], [1.673, -1.204, 0.264], [2.267, -0.982, -1.052], [1.602, -0.462, -2.121], [3.644, -1.339, -1.198], [4.410, -1.422, -0.028], [3.875, -1.477, 1.266], [4.728, -1.463, 2.389], [4.191, -1.470, 3.648], [2.800, -1.489, 3.830], [1.964, -1.597, 2.741], [2.496, -1.475, 1.410], [-3.251, 1.043, -2.729], [-4.684, 0.063, -2.321], [-3.731, -0.351, -3.763], [-5.094, -1.618, -0.635], [-5.370, -1.549, 1.897], [-3.448, -1.168, 3.293], [-1.086, -0.784, 2.269], [4.123, -1.344, -2.166], [5.502, -1.426, -0.014], [5.781, -1.445, 2.270], [4.839, -1.566, 4.529], [2.349, -1.282, 4.801], [0.926, -1.879, 2.911], [-0.498, 4.574, -2.151], [-1.538, 3.842, -1.498], [-1.434, 2.496, -1.275], [-0.288, 1.778, -1.646], [0.774, 2.499, -2.108], [0.696, 3.849, -2.396], [-0.616, 5.655, -2.327], [-2.457, 4.319, -1.143], [-2.284, 1.955, -0.864], [1.650, 1.881, -2.275], [1.539, 4.343, -2.884]],
  "forces_ev_per_a": [[1.1, 0.0, -0.8], [0.5, 0.4, -0.3], [1.2, 0.7, -2.3], [0.3, -2.3, 1.9], [1.9, 2.2, 0.9], [0.5, -1.3, 0.5], [0.2, 0.8, -0.1], [-1.0, -0.4, 0.3], [-1.0, 0.3, 1.1], [-0.3, 0.4, 0.0], [1.3, -0.2, -1.2], [-1.7, 0.0, -0.1], [0.9, -0.9, -0.2], [-0.7, -0.5, 1.2], [-0.6, 0.9, 1.0], [0.0, -0.2, -0.7], [0.4, 0.7, -0.1], [-0.9, -0.3, 0.7], [0.6, -0.2, 0.6], [-0.3, 0.4, -0.4], [0.0, -0.3, -0.8], [-0.5, -0.3, 1.8], [-0.3, -0.6, 0.0], [-0.5, 0.0, 0.2], [0.3, -0.1, 0.9], [-1.0, -0.1, -0.7], [0.3, 0.2, -0.5], [0.2, 0.1, -0.3], [-1.2, -0.3, -0.3], [-0.1, 0.2, -0.1], [-0.2, -0.2, -0.7], [0.8, -0.1, -0.2], [-0.2, 0.4, -0.4], [0.3, -0.7, -0.1], [0.1, 0.7, -0.2], [0.1, -1.5, 1.1], [0.3, 1.0, -0.2], [1.0, -0.9, -0.8], [-1.5, 2.2, 0.1], [-0.5, -0.6, -0.3], [-0.6, 1.0, -0.3], [0.2, -0.7, -0.1], [0.4, 0.0, -0.3], [0.4, -0.1, 0.0], [0.1, 0.4, -0.2], [-0.2, -0.2, 0.4]],
  "lowdin_charge": [0.871, 0.003, -0.131, -0.246, 0.037, -0.034, -0.037, 0.003, -0.179, -0.037, 0.150, -0.107, -0.201, -0.059, 0.055, 0.067, -0.181, 0.006, -0.036, -0.030, 0.003, -0.089, 0.082, 0.091, 0.121, 0.116, 0.129, 0.120, 0.118, 0.130, 0.143, 0.118, 0.131, 0.128, 0.110, 0.060, -0.005, -0.054, 0.006, -0.053, 0.011, 0.145, 0.138, 0.124, 0.126, 0.137],
  "orbital_gap_ev": 5.55,
  "charge": 2,
  "de_lowest_ev": 0.000
}

***

Entry 4:
{
  "formula": "C22H18N11O4S3Sc",
  "method": "wB97M-V/def2-TZVPD",
  "elements": ["Sc", "S", "C", "C", "C", "C", "N", "C", "C", "C", "S", "C", "N", "H", "H", "S", "C", "N", "N", "C", "C", "C", "C", "C", "C", "N", "N", "C", "C", "C", "C", "C", "C", "H", "H", "H", "H", "H", "H", "H", "H", "H", "H", "H", "N", "N", "C", "N", "N", "N", "O", "O", "H", "H", "H", "H", "H", "O", "O"],
  "xyz": [[0.273, 0.766, -1.248], [-1.372, 2.556, -1.948], [-2.217, 2.755, -0.424], [-2.730, 4.006, -0.087], [-3.400, 4.221, 1.108], [-3.874, 5.541, 1.420], [-4.246, 6.605, 1.639], [-3.581, 3.150, 1.994], [-3.082, 1.900, 1.664], [-2.389, 1.675, 0.472], [-1.778, 0.071, 0.125], [-4.259, 3.336, 3.247], [-4.792, 3.470, 4.256], [-2.601, 4.830, -0.777], [-3.219, 1.077, 2.352], [3.000, 0.233, -1.734], [2.880, -1.387, -1.034], [3.961, -1.802, -0.482], [3.977, -2.929, 0.237], [2.902, -3.424, 1.044], [2.740, -4.795, 1.160], [1.748, -5.303, 1.988], [0.901, -4.445, 2.674], [1.063, -3.070, 2.542], [2.070, -2.556, 1.742], [1.735, -2.183, -1.164], [0.655, -1.598, -1.348], [-0.454, -2.475, -1.549], [-1.464, -2.043, -2.399], [-2.554, -2.865, -2.623], [-2.641, -4.093, -1.981], [-1.630, -4.509, -1.122], [-0.525, -3.705, -0.907], [4.898, -3.088, 0.616], [3.383, -5.457, 0.595], [1.627, -6.375, 2.080], [0.116, -4.840, 3.303], [0.405, -2.389, 3.064], [2.197, -1.484, 1.655], [-1.379, -1.082, -2.893], [-3.341, -2.542, -3.290], [-3.503, -4.725, -2.144], [-1.706, -5.461, -0.614], [0.271, -4.005, -0.240], [1.652, 3.675, -2.534], [1.485, 4.488, -1.417], [1.407, 3.946, -0.198], [1.406, 4.752, 0.859], [1.301, 2.607, -0.158], [1.431, 1.953, 1.007], [1.188, 0.740, 0.874], [1.738, 2.452, 2.069], [2.347, 4.070, -3.152], [0.763, 3.517, -3.001], [1.211, 5.455, -1.524], [1.507, 5.745, 0.746], [1.317, 4.350, 1.779], [2.269, 0.093, -3.198], [0.914, 0.596, -3.122]],
  "forces_ev_per_a": [[-0.2, 0.4, 0.2], [0.0, -0.1, -0.2], [0.0, 0.0, 0.0], [0.0, 0.0, 0.0], [0.0, 0.1, 0.0], [0.0, -0.1, 0.0], [0.0, 0.1, 0.0], [0.0, 0.0, 0.0], [0.0, 0.0, 0.0], [0.1, 0.0, 0.0], [0.1, 0.0, -0.1], [0.0, 0.0, -0.1], [0.0, 0.0, 0.0], [0.0, 0.0, 0.0], [0.0, 0.0, 0.0], [-0.1, 0.1, 0.1], [0.2, 0.1, -0.2], [-0.1, 0.0, 0.1], [0.1, 0.0, 0.0], [-0.1, 0.0, 0.0], [0.0, 0.0, 0.0], [0.0, 0.0, 0.0], [0.0, 0.0, 0.0], [0.0, 0.0, 0.0], [0.0, 0.0, 0.0], [-0.2, -0.1, 0.1], [0.1, -0.1, 0.0], [0.0, 0.0, -0.1], [0.1, 0.1, 0.0], [0.0, 0.0, 0.0], [0.0, 0.0, 0.0], [0.0, 0.0, 0.0], [0.1, 0.0, 0.0], [-0.1, 0.0, 0.0], [0.0, 0.0, 0.0], [0.0, 0.0, 0.0], [0.0, 0.0, 0.0], [0.0, 0.0, 0.0], [0.0, 0.0, 0.0], [0.0, -0.1, 0.0], [0.0, 0.0, 0.0], [0.0, 0.0, 0.0], [0.0, 0.0, 0.0], [0.0, 0.0, 0.0], [0.0, 0.0, -0.1], [0.1, 0.1, -0.1], [-0.1, 0.1, 0.0], [-0.1, -0.1, 0.0], [0.1, -0.2, 0.1], [0.0, 0.0, 0.2], [0.2, -0.1, 0.1], [0.0, 0.0, 0.0], [0.0, 0.0, 0.1], [0.0, 0.0, 0.0], [0.0, -0.1, 0.0], [0.0, 0.0, 0.0], [0.0, 0.1, 0.0], [-0.1, 0.0, -0.1], [0.0, 0.0, -0.3]],
  "lowdin_charge": [0.549, 0.623, -0.680, -0.074, -0.199, -0.184, 0.161, -0.194, -0.060, -0.679, 0.638, -0.179, 0.165, 0.111, 0.115, 1.016, -0.603, 0.041, 0.023, -0.262, -0.035, -0.086, -0.089, -0.064, -0.036, 0.106, 0.019, -0.270, -0.055, -0.060, -0.069, -0.063, -0.003, 0.143, 0.114, 0.105, 0.104, 0.113, 0.102, 0.104, 0.112, 0.106, 0.107, 0.095, 0.050, -0.002, -0.369, 0.228, 0.066, -0.397, -0.091, 0.096, 0.105, 0.029, 0.161, 0.130, 0.107, -0.523, -0.421],
  "orbital_gap_ev": 6.22,
  "de_lowest_ev": 1.406
}